Here is C4H9N3O in the gas phase at a distorted geometry from OMol25. Energies are from wB97M-V/def2-TZVPD.

Summary:
structure (SMILES) = [H]/N=C(/C)O/C(=N\[H])NC
total energy = -397.260696 a.u.
frontier orbital gap = 10.10 eV
energy relative to the best compared isomer or geometry (same formula, charge and spin) = 56.4 kcal/mol

ORCA input file:
```
! RIJCOSX wB97M-V def2-TZVPD def2/J DEFGRID3
* xyz 0 1
H -0.032 0.065 2.823
N -0.760 0.485 2.251
C -0.803 0.073 1.067
C -1.835 0.455 0.057
O -0.336 -1.503 0.750
C 0.648 -1.281 -0.087
N 1.086 -2.000 -1.041
H 0.575 -2.883 -1.055
N 1.022 0.098 0.067
C 1.253 0.968 -1.077
H -2.786 0.012 0.354
H -1.584 0.087 -0.937
H -1.945 1.541 0.038
H 1.573 0.295 0.894
H 0.544 0.773 -1.880
H 2.262 0.808 -1.462
H 1.119 2.005 -0.763
*
```